1.
# C5H5NO

The molecule C5H5NO (wB97M-V/def2-TZVPD, the Open Molecules 2025 dataset).

The geometry in XYZ format:
```
12
Properties=species:S:1:pos:R:3:forces:R:3
N -2.18326 -0.72038 2.16041 1.06 0.23 -0.46
C -1.19348 -0.39915 1.65513 -0.81 -0.50 0.42
C -0.01791 0.18369 0.97853 -0.29 0.17 -0.25
C -0.39158 0.65506 -0.44321 -1.05 0.10 -0.16
C 0.09757 -0.48982 -1.34470 0.90 1.67 0.20
C 1.17835 -0.77947 -0.64452 1.06 -0.83 0.01
O 1.06577 -0.71684 0.72184 0.45 0.47 -0.03
H 0.39586 0.95075 1.65051 -0.38 -0.02 -0.38
H -1.43235 0.77877 -0.63909 -0.87 0.76 0.56
H 0.18357 1.57853 -0.66553 -0.53 -0.48 -0.10
H 0.11212 -0.40208 -2.42790 -0.03 0.03 0.29
H 2.18534 -0.63907 -1.00146 0.51 -1.61 -0.10
```
Forces are in eV/Å.

Values from the calculation:
* molar mass: 95.10 g/mol
* HOMO level: -9.2 eV
* SMILES string: N#C[C@@H]1CC=CO1
* gap between HOMO and LUMO: 9.631 eV
* energy above the lowest of the compared OMol25 structures with the same formula, charge and spin: 277.1 kJ/mol

2.
# C5H5NO

The molecule C5H5NO (wB97M-V/def2-TZVPD, the Open Molecules 2025 dataset).

The geometry in XYZ format:
```
12
Properties=species:S:1:pos:R:3:forces:R:3
N 0.88198 -1.91691 -1.79618 -0.31 1.02 0.39
C 0.61557 -0.87616 -1.36549 0.20 -0.83 -0.42
C 0.33162 0.42792 -0.80267 0.02 0.05 -0.28
C 1.00134 0.71940 0.52307 0.08 0.01 0.13
C -0.47072 0.50267 0.48377 -0.12 0.03 0.04
C -1.25898 -0.73867 0.75558 0.10 -0.25 0.15
O -0.96408 -1.67388 1.44925 0.05 0.44 -0.17
H 0.12342 1.19863 -1.53428 0.35 0.02 0.05
H 1.65740 -0.05866 0.89956 -0.19 0.08 0.00
H 1.33369 1.73944 0.69539 -0.04 -0.23 -0.01
H -1.07361 1.40546 0.55967 -0.01 -0.16 -0.12
H -2.17764 -0.72924 0.13232 -0.13 -0.18 0.25
```
Forces are in eV/Å.

Values from the calculation:
* molar mass: 95.10 g/mol
* HOMO level: -10.3 eV
* SMILES string: N#C[C@@H]1C[C@@H]1C=O
* gap between HOMO and LUMO: 10.927 eV
* energy above the lowest of the compared OMol25 structures with the same formula, charge and spin: 154.6 kJ/mol

3.
# C5H5NO

The molecule C5H5NO (wB97M-V/def2-TZVPD, the Open Molecules 2025 dataset).

The geometry in XYZ format:
```
12
Properties=species:S:1:pos:R:3:forces:R:3
O -1.85605 0.06614 -0.53873 -0.01 0.17 0.16
C -1.04829 -0.85164 0.16867 0.10 -0.25 0.06
C 0.39612 -0.36924 0.26229 0.01 0.08 -0.10
C 0.70646 0.81754 -0.30111 0.23 0.04 0.19
C 1.29272 2.04232 -0.33009 -0.10 -0.39 -0.12
C 1.36229 -1.22408 0.86735 0.59 -0.56 0.36
N 2.12162 -1.98097 1.31016 -0.68 0.71 -0.30
H -1.99986 0.83777 0.02667 -0.11 -0.16 -0.09
H -1.42697 -0.99920 1.19042 0.08 -0.02 -0.14
H -1.13034 -1.80831 -0.35140 0.06 0.08 0.00
H -0.11738 1.07779 -1.01748 -0.19 0.53 -0.06
H 1.69967 2.39189 -1.28676 0.02 -0.22 0.03
```
Forces are in eV/Å.

Values from the calculation:
* molar mass: 95.10 g/mol
* HOMO level (spin up / spin down): -8.7 / -8.7 eV
* gap between HOMO and LUMO (spin up / spin down): 7.466 / 7.469 eV
* energy above the lowest of the compared OMol25 structures with the same formula, charge and spin: 496.9 kJ/mol

4.
# C5H5NO

A structure of composition C5H5NO (wB97M-V/def2-TZVPD, the Open Molecules 2025 dataset).

The geometry in XYZ format:
```
12
Properties=species:S:1:pos:R:3:forces:R:3
N 2.43604 -0.83205 -1.71827 -1.02 0.24 0.28
C 1.35312 -0.53394 -1.44473 0.89 -0.18 -0.30
C -0.00503 -0.08056 -1.09590 0.15 0.07 -0.26
O -0.82326 -1.09987 -0.50111 -0.04 -0.20 -0.06
C -1.09357 -0.23419 0.60108 -0.27 0.06 0.20
C 0.15288 0.02691 1.35653 0.13 -0.04 0.18
C -0.14843 0.82380 0.11617 0.11 0.24 -0.10
H -0.51168 0.31291 -1.98092 0.19 0.02 -0.01
H -2.11204 -0.15570 0.94366 -0.03 -0.11 0.14
H 0.03748 0.59004 2.27390 0.02 -0.02 -0.02
H 0.94379 -0.71854 1.35348 -0.11 0.06 0.00
H -0.22930 1.90118 0.09611 -0.02 -0.12 -0.04
```
Forces are in eV/Å.

Values from the calculation:
* molar mass: 95.10 g/mol
* HOMO level: -10.2 eV
* gap between HOMO and LUMO: 11.056 eV
* energy above the lowest of the compared OMol25 structures with the same formula, charge and spin: 250.1 kJ/mol

5.
# C5H5NO

The molecule C5H5NO (wB97M-V/def2-TZVPD, the Open Molecules 2025 dataset).

The geometry in XYZ format:
```
12
Properties=species:S:1:pos:R:3:forces:R:3
O -3.33317 -0.60014 -0.01193 -0.12 0.98 -0.04
C -2.21151 -0.22022 -0.03605 1.92 -4.77 0.11
N -1.56718 0.91465 -0.19532 -0.44 3.58 -1.37
C -0.11923 1.03339 -0.29557 1.99 -0.93 0.46
C 0.22632 -0.43890 0.02780 -0.66 -1.50 -0.21
C -0.75869 -1.33386 0.11064 -1.24 4.57 0.92
C 0.53247 -1.94281 -0.27555 0.81 1.03 3.18
H -2.11341 1.69023 -0.60296 0.25 -0.66 0.73
H 0.30006 1.83148 0.47895 -0.89 -1.79 -1.63
H 0.34447 1.25272 -1.33970 -1.34 -0.05 1.60
H 1.18677 -2.47849 0.49704 -1.09 0.59 -1.31
H 0.47578 -2.32344 -1.22436 0.82 -1.03 -2.45
```
Forces are in eV/Å.

Values from the calculation:
* molar mass: 95.10 g/mol
* HOMO level: -9.1 eV
* SMILES string: O=C1NCC2=C1C2
* gap between HOMO and LUMO: 9.784 eV
* energy above the lowest of the compared OMol25 structures with the same formula, charge and spin: 461.9 kJ/mol

6.
# C5H5NO

The molecule C5H5NO (wB97M-V/def2-TZVPD, the Open Molecules 2025 dataset).

The geometry in XYZ format:
```
12
Properties=species:S:1:pos:R:3:forces:R:3
O -2.41089 -0.59285 0.67518 1.00 -0.57 0.17
C -1.10070 -0.65207 0.52256 0.63 0.30 -0.03
C -0.50801 0.56947 0.06290 -0.23 0.14 -0.06
C 0.87078 0.76060 0.64582 0.27 0.07 0.04
C 0.73730 0.30144 -0.76102 0.25 0.14 -0.16
C 1.08445 -1.05523 -1.13702 0.29 -0.72 -0.31
N 1.40562 -2.10834 -1.48972 -0.26 0.96 0.30
H -2.33746 -1.49693 1.00478 -2.04 -0.50 0.35
H -1.09593 1.44045 -0.18100 -0.12 0.21 -0.12
H 1.18871 0.01977 1.36690 -0.02 0.11 0.00
H 1.16499 1.78747 0.82089 0.08 -0.14 -0.04
H 0.89612 1.03764 -1.53131 0.16 -0.01 -0.16
```
Forces are in eV/Å.

Values from the calculation:
* molar mass: 95.10 g/mol
* HOMO level: -8.9 eV
* gap between HOMO and LUMO: 9.668 eV
* energy above the lowest of the compared OMol25 structures with the same formula, charge and spin: 367.0 kJ/mol

7.
# C5H5NO

A cluster of 2 separate species, C5H5NO in total (wB97M-V/def2-TZVPD, the Open Molecules 2025 dataset).

The geometry in XYZ format:
```
12
Properties=species:S:1:pos:R:3:forces:R:3
C 3.67723 -0.03286 -0.08602 -3.29 -0.12 0.15
C 2.47994 -0.19459 0.10762 -1.51 0.86 -0.50
C -0.71950 1.12541 -0.00829 -0.66 4.36 -0.52
C -1.87378 0.11118 0.11386 -2.07 -0.36 -1.05
C -0.81824 -0.97359 0.03703 -1.04 -1.66 -2.92
N 0.13130 0.10673 0.02260 3.55 -0.77 -0.51
O -0.75872 2.33108 -0.03659 0.58 -1.46 0.03
H 4.59031 0.22313 -0.52411 1.06 -0.07 0.03
H -2.38535 0.36319 1.03726 0.51 -0.50 0.62
H -2.76520 0.11700 -0.63902 2.26 0.15 0.62
H -0.61894 -1.50039 0.88518 -0.05 -2.03 2.21
H -0.93906 -1.67628 -0.90952 0.65 1.61 1.84
```
Forces are in eV/Å.

Values from the calculation:
* molar mass: 95.10 g/mol
* HOMO level (spin up / spin down): -10.3 / -10.3 eV
* gap between HOMO and LUMO (spin up / spin down): 7.375 / 7.375 eV
* energy above the lowest of the compared OMol25 structures with the same formula, charge and spin: 802.1 kJ/mol

8.
# C5H5NO

The molecule C5H5NO (wB97M-V/def2-TZVPD, the Open Molecules 2025 dataset).

The geometry in XYZ format:
```
12
Properties=species:S:1:pos:R:3:forces:R:3
C 2.34988 -0.94704 -0.20293 -0.30 0.36 0.27
C 1.59176 -0.19028 0.35222 0.66 -0.34 -0.12
C 0.54535 0.67712 0.90838 0.04 0.16 0.43
O 0.59544 1.16198 2.01568 -0.21 -0.31 -0.66
C -0.54506 0.84124 -0.12722 0.25 0.00 -0.08
C -1.07719 -0.43422 -0.63981 -0.25 -0.10 -0.09
N -1.95717 0.54661 0.02767 0.07 -0.20 0.09
H 3.02244 -1.61972 -0.69277 -0.10 0.16 0.14
H -0.32852 1.65618 -0.82096 0.00 -0.19 0.07
H -0.81035 -1.33098 -0.07690 -0.04 0.24 -0.14
H -1.18497 -0.59650 -1.70825 -0.28 0.13 0.15
H -2.20161 0.23561 0.96490 0.16 0.08 -0.07
```
Forces are in eV/Å.

Values from the calculation:
* molar mass: 95.10 g/mol
* HOMO level: -9.9 eV
* SMILES string: C#CC(=O)[C@H]1CN1
* gap between HOMO and LUMO: 9.924 eV
* energy above the lowest of the compared OMol25 structures with the same formula, charge and spin: 341.9 kJ/mol

9.
# C5H5NO

The molecule C5H5NO (wB97M-V/def2-TZVPD, the Open Molecules 2025 dataset).

The geometry in XYZ format:
```
12
Properties=species:S:1:pos:R:3:forces:R:3
N 0.88343 -1.61090 -2.20068 -0.26 0.92 0.59
C 0.59773 -0.65661 -1.61070 0.24 -0.80 -0.42
C 0.20417 0.52682 -0.87767 0.02 0.05 -0.17
C 0.82663 0.84029 0.46913 0.16 0.06 0.06
C -0.58493 0.37744 0.40295 -0.06 0.03 0.13
C -0.93585 -0.98679 0.93747 0.10 -0.06 0.35
O -0.52553 -1.39501 1.99499 -0.14 0.11 -0.52
H -0.04946 1.36879 -1.51479 0.03 -0.15 0.08
H 1.55775 0.13636 0.85861 -0.18 0.11 -0.09
H 1.03154 1.88419 0.68543 -0.05 -0.19 -0.07
H -1.38191 1.10654 0.53942 0.10 -0.11 -0.01
H -1.62357 -1.59112 0.31583 0.03 0.02 0.05
```
Forces are in eV/Å.

Values from the calculation:
* molar mass: 95.10 g/mol
* HOMO level: -10.5 eV
* SMILES string: N#C[C@@H]1C[C@@H]1C=O
* gap between HOMO and LUMO: 10.930 eV
* energy above the lowest of the compared OMol25 structures with the same formula, charge and spin: 143.2 kJ/mol

10.
# C5H5NO2

The molecule C5H5NO2 (wB97M-V/def2-TZVPD, the Open Molecules 2025 dataset).

The geometry in XYZ format:
```
13
Properties=species:S:1:pos:R:3:forces:R:3
C 1.51920 0.31018 1.97110 -0.25 -0.12 -0.11
C 0.65643 0.09259 1.16412 0.03 -0.03 0.35
C -0.38748 -0.16984 0.20433 0.62 0.44 -0.80
C -1.60592 -0.89963 0.68091 -0.07 -0.07 -0.34
N -0.26347 0.19169 -1.03154 -2.27 -1.34 2.30
C 0.81266 0.89506 -1.47151 2.10 1.92 -0.13
O 1.50152 1.71123 -0.88710 -0.89 -1.05 -0.78
O 0.96980 0.59388 -2.76955 0.13 -0.12 -0.29
H 2.29804 0.53061 2.66416 -0.05 -0.03 -0.05
H -2.14937 -0.27451 1.39518 0.12 -0.11 0.03
H -2.26468 -1.13302 -0.16035 0.18 0.12 0.12
H -1.31345 -1.83168 1.17293 -0.03 0.18 0.07
H 0.22673 -0.01657 -2.93268 0.39 0.21 -0.37
```
Forces are in eV/Å.

Values from the calculation:
* molar mass: 111.10 g/mol
* HOMO level: -10.2 eV
* SMILES string: C#C/C(C)=N\C(=O)O
* gap between HOMO and LUMO: 9.742 eV
* energy above the lowest of the compared OMol25 structures with the same formula, charge and spin: 215.6 kJ/mol

11.
# C5H5NO2

A structure of composition C5H5NO2 (wB97M-V/def2-TZVPD, the Open Molecules 2025 dataset).

The geometry in XYZ format:
```
13
Properties=species:S:1:pos:R:3:forces:R:3
C 3.19438 0.34194 0.05647 -0.62 -0.66 0.71
C 2.46133 1.25800 -0.50306 -4.55 -1.07 -1.10
C -0.24220 1.35518 0.03074 -0.18 1.78 0.61
C -1.14014 0.15658 -0.21465 -1.34 -0.02 2.06
C -0.05240 -0.45603 -1.07583 0.92 0.82 -1.03
N 0.69831 0.81723 -0.80084 4.08 0.19 0.61
O -0.30257 2.37265 0.70790 0.29 -1.67 -1.06
O 3.68374 -0.57691 0.59460 -0.03 0.95 -0.75
H 2.25694 2.27363 -0.74732 1.34 0.48 0.20
H -1.15156 -0.26903 0.82377 -0.10 -0.23 -0.94
H -2.18827 0.35484 -0.46521 0.44 -0.22 -0.55
H 0.43436 -1.32098 -0.68214 0.19 -0.62 0.52
H -0.15720 -0.61493 -2.16980 -0.42 0.29 0.73
```
Forces are in eV/Å.

Values from the calculation:
* molar mass: 111.10 g/mol
* HOMO level: -9.5 eV
* gap between HOMO and LUMO: 8.471 eV
* energy above the lowest of the compared OMol25 structures with the same formula, charge and spin: 398.8 kJ/mol

12.
# C5H5NO2

A structure of composition C5H5NO2 (wB97M-V/def2-TZVPD, the Open Molecules 2025 dataset).

The geometry in XYZ format:
```
13
Properties=species:S:1:pos:R:3:forces:R:3
C -2.67989 0.22691 -0.48010 -3.21 -1.69 -0.77
C -1.34584 0.15794 0.18945 2.09 -2.66 5.64
C -0.25650 -0.36233 -0.80959 -0.28 1.32 1.21
C 1.13412 -0.61634 -0.14369 0.03 -4.77 -0.60
C 1.83980 0.61601 -0.25011 1.84 10.70 3.23
H -3.60296 -0.33464 0.37127 2.96 2.21 -2.88
H -2.67068 -0.57566 -1.60370 -0.12 2.88 3.69
H -2.91526 1.34585 -0.78695 0.09 -2.48 0.63
H -0.72916 -1.28442 -1.20000 0.75 0.58 -0.25
H -0.18183 0.55725 -1.49193 0.11 -1.84 0.15
N 1.97965 1.84481 0.00906 -0.71 -9.40 -2.33
O -1.10067 0.13340 1.48154 -1.56 0.81 -6.59
O 1.61220 -1.72780 0.21998 -1.98 4.35 -1.13
```
Forces are in eV/Å.

Values from the calculation:
* molar mass: 111.10 g/mol
* HOMO level: -10.5 eV
* gap between HOMO and LUMO: 9.269 eV
* energy above the lowest of the compared OMol25 structures with the same formula, charge and spin: 504.9 kJ/mol

| no. | E (eV) |
| --- | --- |
| 1 | -8800.547 |
| 2 | -8801.817 |
| 3 | -8798.269 |
| 4 | -8800.827 |
| 5 | -8798.632 |
| 6 | -8799.615 |
| 7 | -8795.106 |
| 8 | -8799.875 |
| 9 | -8801.934 |
| 10 | -10849.081 |
| 11 | -10847.182 |
| 12 | -10846.083 |